[1]
A structure of composition C16H15BrCaSe, computed with wB97M-V/def2-TZVPD.

Computed properties:
2S+1: 1
HOMO energy (eV): 0.02
Net charge: -2

Each line ends with the Löwdin charge.
Element x y z (Å)
C: -0.23 -2.39 -1.59  -0.18
C: 1.00 -2.10 -2.24  -0.26
C: 2.03 -2.04 -1.25  -0.31
H: 1.17 -2.05 -3.32  0.08
C: 1.41 -2.29 0.01  -0.27
C: 0.01 -2.48 -0.20  -0.20
H: -0.75 -2.79 0.52  0.09
H: -1.17 -2.67 -2.07  0.08
H: 3.11 -2.01 -1.44  0.07
H: 1.96 -2.49 0.94  0.07
Ca: 0.84 0.29 -0.84  0.77
Br: 0.22 1.52 -3.10  -0.38
C: -4.14 0.15 -0.39  -0.23
C: -3.84 -1.05 0.31  -0.23
C: -3.57 -2.07 -0.67  -0.24
H: -3.66 -1.13 1.38  0.04
C: -3.71 -1.47 -1.97  -0.24
C: -4.05 -0.11 -1.79  -0.22
H: -4.22 0.61 -2.58  0.04
H: -4.34 1.13 0.05  0.05
H: -3.29 -3.11 -0.47  0.05
H: -3.55 -2.00 -2.91  0.05
Se: -0.52 1.36 1.37  0.49
C: 1.15 2.10 1.73  -0.82
C: 1.96 1.51 2.74  -0.17
C: 3.25 1.96 2.96  -0.13
C: 3.78 3.03 2.20  -0.14
C: 2.96 3.66 1.23  -0.12
C: 1.66 3.20 1.01  -0.17
H: 1.52 0.69 3.32  0.08
H: 3.86 1.48 3.75  0.09
H: 4.81 3.37 2.37  0.08
H: 3.35 4.52 0.67  0.09
H: 1.01 3.66 0.26  0.10

[2]
A structure of composition C16H15BrF8N5O4Ru, computed with wB97M-V/def2-TZVPD.

Computed properties:
⟨S²⟩: 6.0432
2S+1: 5
HOMO energy (alpha / beta) (eV): -12.21 / -12.20
Energy above the lowest of the compared OMol25 structures with the same formula, charge and spin (kcal per mole): 28.84
Net charge: +1

Each line ends with the Löwdin charge.
Element x y z (Å)
Ru: 0.12 -0.24 0.00  1.75
F: -2.16 0.48 -4.00  0.18
C: -1.76 1.50 -3.23  -0.57
F: -0.90 2.25 -3.91  0.20
F: -2.81 2.22 -2.90  0.20
C: -1.06 0.91 -1.99  -0.53
O: -1.29 1.37 -0.85  0.01
O: -0.28 -0.06 -2.17  -0.05
F: 0.67 -1.42 2.54  0.13
C: 0.60 -0.22 1.97  -0.50
F: 1.76 0.39 2.16  0.15
C: -0.54 0.63 2.57  -0.60
F: -1.68 0.20 1.96  0.11
F: -0.34 1.89 2.18  0.19
F: -0.71 0.57 3.86  0.25
C: -1.70 -2.73 1.18  -0.15
N: -2.30 -4.00 0.89  -0.08
C: -1.31 -4.88 0.26  -0.13
N: -0.83 -4.30 -1.00  -0.08
C: -0.20 -3.03 -0.74  -0.17
N: -1.19 -2.08 -0.08  -0.13
C: -2.37 -1.93 -1.02  -0.15
N: -2.97 -3.22 -1.27  -0.07
C: -3.43 -3.82 -0.02  -0.13
C: -1.97 -4.10 -1.90  -0.13
H: -0.87 -2.87 1.87  0.12
H: -2.44 -2.07 1.63  0.13
H: -1.76 -5.85 0.06  0.14
H: -0.46 -5.03 0.94  0.14
H: 0.15 -2.60 -1.67  0.13
H: 0.65 -3.18 -0.06  0.13
H: -2.04 -1.51 -1.96  0.11
H: -3.10 -1.27 -0.55  0.15
H: -3.88 -4.79 -0.23  0.14
H: -4.18 -3.18 0.44  0.14
H: -1.64 -3.66 -2.84  0.14
H: -2.44 -5.06 -2.11  0.14
Br: 6.23 4.14 -1.14  0.82
C: 4.58 3.28 -0.90  -0.65
C: 3.43 4.02 -0.60  -0.15
N: 2.27 3.43 -0.41  0.10
C: 2.15 2.13 -0.50  -0.12
C: 3.23 1.31 -0.81  -0.10
C: 4.47 1.90 -1.00  -0.03
C: 3.10 -0.20 -1.01  -0.52
O: 3.97 -0.78 -1.61  0.16
O: 2.05 -0.77 -0.48  -0.11
H: 3.46 5.10 -0.53  0.12
H: 1.14 1.74 -0.31  0.06
H: 5.33 1.29 -1.24  0.13

[3]
A structure of composition C16H15ClFeO3, computed with wB97M-V/def2-TZVPD.

Computed properties:
⟨S²⟩: 6.0765
2S+1: 5
HOMO energy (alpha / beta) (eV): -6.44 / -7.23
Energy above the lowest of the compared OMol25 structures with the same formula, charge and spin (kcal per mole): 37.35

Each line ends with the Löwdin charge.
Element x y z (Å)
C: -1.43 -2.53 1.27  -0.06
C: -1.08 -1.17 2.01  -0.12
C: 0.19 -0.53 2.02  0.07
Fe: 2.96 0.33 -0.55  0.28
C: 2.75 1.94 0.26  -0.08
O: 2.26 2.80 0.90  0.09
C: 1.38 0.33 -1.58  -0.07
O: 0.63 0.94 -2.22  0.11
C: 4.35 -0.38 0.77  -0.20
C: 4.92 -0.30 -0.56  -0.16
C: 4.10 -1.06 -1.45  -0.16
C: 3.05 -1.64 -0.63  -0.22
C: 3.23 -1.25 0.75  -0.16
H: -1.30 -3.43 1.89  0.08
H: -2.49 -2.42 0.96  0.09
H: -0.81 -2.65 0.37  0.08
H: -1.65 -1.10 3.05  0.16
H: 0.62 -0.02 1.12  0.06
H: 0.77 -0.38 2.96  0.09
H: 4.77 0.07 1.66  0.12
H: 5.86 0.20 -0.80  0.12
H: 4.29 -1.25 -2.52  0.12
H: 2.27 -2.29 -0.98  0.11
H: 2.66 -1.63 1.63  0.12
Cl: -5.68 3.27 -2.10  0.65
C: -4.46 2.28 -1.44  -0.72
C: -3.88 1.25 -2.19  -0.12
C: -2.89 0.44 -1.65  -0.02
C: -2.56 0.51 -0.23  -0.35
O: -1.92 -0.38 0.45  -0.13
C: -3.05 1.69 0.44  -0.03
C: -4.05 2.47 -0.11  -0.13
H: -4.24 1.08 -3.21  0.10
H: -2.39 -0.31 -2.25  0.10
H: -2.70 1.84 1.46  0.10
H: -4.50 3.26 0.48  0.10

[4]
An isolated molecule of C16H15ClN2O2, computed with wB97M-V/def2-TZVPD.

Computed properties:
Structure (SMILES): O=C(NCc1ccccc1Cl)c1cc(C(=O)C2CC2)c[nH]1
2S+1: 1
HOMO energy (eV): -8.80
Energy above the lowest of the compared OMol25 structures with the same formula, charge and spin (kcal per mole): 33.55

Each line ends with the Löwdin charge.
Element x y z (Å)
O: -0.60 2.19 0.27  0.07
C: 0.11 1.20 0.19  -0.44
N: 0.92 0.80 1.20  0.06
C: 0.89 1.45 2.50  -0.15
C: 0.12 0.62 3.50  -0.22
C: -1.10 1.06 4.00  -0.02
C: -1.82 0.30 4.90  -0.07
C: -1.32 -0.92 5.33  -0.08
C: -0.11 -1.38 4.85  -0.11
C: 0.59 -0.61 3.94  -0.59
Cl: 2.11 -1.22 3.34  0.71
C: 0.18 0.39 -1.03  -0.17
C: -0.35 0.72 -2.26  0.05
C: -0.06 -0.34 -3.15  -0.13
C: -0.38 -0.50 -4.58  -0.35
O: -0.02 -1.49 -5.19  0.08
C: -1.15 0.59 -5.22  -0.20
C: -2.11 0.19 -6.32  -0.10
C: -0.85 0.88 -6.67  -0.10
C: 0.64 -1.28 -2.42  -0.02
N: 0.78 -0.84 -1.16  0.09
H: 1.48 -0.03 1.14  0.08
H: 0.41 2.41 2.36  0.12
H: 1.92 1.60 2.85  0.12
H: -1.49 2.01 3.65  0.12
H: -2.76 0.66 5.27  0.11
H: -1.88 -1.52 6.04  0.11
H: 0.28 -2.33 5.17  0.10
H: -0.87 1.63 -2.46  0.12
H: -1.42 1.42 -4.59  0.12
H: -3.04 0.73 -6.38  0.10
H: -2.19 -0.86 -6.53  0.11
H: -0.87 1.91 -6.99  0.10
H: -0.06 0.29 -7.13  0.11
H: 1.03 -2.23 -2.74  0.13
H: 1.22 -1.36 -0.42  0.15

Electronic energy list, top to bottom, in Eh: -6271.8202; -4660.9184; -2568.0279; -1338.8958
Molar mass list, top to bottom, in Da: 406.24; 674.29; 346.59; 302.76